33
Properties=species:S:1:pos:R:3:forces:R:3 method="wB97M-V/def2-TZVPD" relative_energy_kcal_mol=8.4 e_lumo_ev=0.4 gap_ev=9.7 smiles="NC(=O)CC[C@H](N)C(=O)N[C@@H](CC(=O)O)C(=O)O" molar_mass_g_mol=261.234 homo_energy_ev=-9.4
C 1.260558 -1.621504 0.659848 1.0 0.8 0.8
C 0.138053 -0.574994 0.899978 0.8 -0.2 0.2
C 1.887150 -1.476568 -0.745069 -0.7 -0.3 -0.3
C 2.182437 -0.041798 -1.186279 -0.6 -0.2 -0.2
C 3.059897 0.685731 -0.207543 1.7 0.4 0.6
C -2.149035 0.089355 0.266402 0.4 -0.9 -0.1
C -3.395455 -0.703771 -0.137531 0.7 0.1 -0.1
C -1.953558 1.301797 -0.669420 -0.9 -0.5 -1.1
C -1.110339 2.341561 -0.022318 -1.7 0.4 1.1
H 1.488936 -3.684933 0.689035 -0.4 0.6 0.0
H 0.388395 -3.118308 1.765564 0.2 0.1 -0.4
H 2.022297 -1.343639 1.433775 -0.4 -0.2 -0.6
H 2.769577 -2.116912 -0.830670 0.1 0.3 0.3
H 1.174705 -1.924800 -1.454971 0.0 0.2 0.1
H 1.256711 0.539803 -1.331755 0.1 -0.3 0.1
H 2.652498 -0.057008 -2.181353 0.1 0.0 0.4
H 3.392686 2.441083 0.654639 -0.4 0.2 -0.1
H 1.877527 2.369893 -0.276641 0.8 0.0 0.3
H -1.064034 -1.736369 -0.227400 -0.2 -0.1 -0.2
H -2.295360 0.429422 1.308856 0.2 -0.1 -0.5
H -1.532252 0.975440 -1.633504 0.3 0.0 0.6
H -2.921423 1.730497 -1.000007 0.3 0.0 0.8
H -1.128554 3.566991 1.334736 -0.1 0.2 0.5
H -5.213434 -0.634999 -0.197351 -0.6 0.0 0.0
N 0.753597 -2.975920 0.819518 -0.2 -0.7 0.3
N 2.825082 2.033347 -0.077595 -0.2 -0.9 -0.1
N -0.967250 -0.812659 0.163041 -1.2 1.1 0.6
O 0.289410 0.383304 1.653920 -0.3 -0.5 -0.7
O 4.011604 0.138356 0.367556 -1.3 0.5 -0.7
O -3.355146 -1.769669 -0.700132 -0.3 0.4 0.3
O -0.022260 2.693884 -0.338236 1.0 0.4 -0.5
O -1.783561 2.927510 1.027496 0.8 -0.5 -1.1
O -4.539461 -0.054135 0.173405 0.7 -0.4 -0.3

21
Properties=species:S:1:pos:R:3:forces:R:3 method="wB97M-V/def2-TZVPD" relative_energy_kcal_mol=69.1 e_lumo_ev="-0.5 / -0.5" gap_ev="7.0 / 7.1" molar_mass_g_mol=119.148 homo_energy_ev="-7.6 / -7.6"
C -0.509212 -1.149969 0.468841 0.4 -1.2 0.7
C -2.313826 0.495342 1.193046 3.7 -4.2 0.4
C -0.827910 0.776485 -0.903714 0.0 1.1 0.8
C 3.057914 -0.840997 -1.505556 0.2 -0.8 -1.7
C -0.849779 0.275828 0.527043 -1.4 1.6 -0.6
N 0.203341 1.024301 1.187506 -0.1 0.4 1.1
P 3.254951 0.278494 -0.072088 0.1 0.1 -0.3
H -0.250490 -1.492441 1.475762 -0.1 -0.4 -0.2
H -1.377307 -1.655873 0.084828 -0.4 -0.7 0.0
H 0.310292 -1.374512 -0.217838 0.1 0.2 0.2
H -2.963002 0.225744 0.436578 -1.8 -0.5 -1.5
H -2.411511 1.504926 1.396354 -0.4 1.7 1.3
H -2.354887 -0.385940 1.975137 -0.4 2.5 -0.7
H -1.176005 1.819919 -0.842472 0.0 -0.2 -0.7
H 0.222943 0.750232 -1.156626 0.3 0.2 -0.6
H -1.392292 0.178590 -1.593120 -0.4 -0.2 -0.3
H 1.959549 -0.936926 -1.836192 1.6 -0.3 0.6
H 3.584708 -1.801696 -1.282201 -1.2 0.1 0.3
H 3.652063 -0.671468 -2.464885 -0.8 0.9 1.0
H 0.173808 2.021115 0.938689 -0.1 -0.6 0.2
H 0.006652 0.958854 2.190904 0.5 0.2 -0.2

17
Properties=species:S:1:pos:R:3:forces:R:3 method="wB97M-V/def2-TZVPD" relative_energy_kcal_mol=76.7 spin_multiplicity=2 e_lumo_ev="2.9 / 2.9" gap_ev="2.6 / 6.3" total_charge=-1 molar_mass_g_mol=155.244 homo_energy_ev="0.3 / -3.4"
N -0.276265 -2.021288 -0.497872 -1.7 -0.3 0.6
C 0.762976 -0.983364 -0.458675 1.8 -2.0 -1.3
C 2.182289 -1.672048 -0.701166 -3.0 -2.1 0.6
O 3.157372 -0.996249 -1.026512 2.2 1.9 -0.7
C 0.846100 -0.322363 0.927148 1.8 0.1 -1.6
S -0.053073 1.201189 0.474871 1.2 1.2 0.9
S -1.710359 1.316216 1.482132 -2.4 -0.2 0.7
H -1.245580 -1.770812 -0.179491 1.5 0.3 -0.1
H -0.447749 -2.384533 -1.430956 0.6 0.2 0.0
H 0.527187 -0.196854 -1.287257 0.9 -0.9 1.2
H 2.242927 -2.819632 -0.781425 -0.7 1.1 0.1
H 1.919695 0.028470 1.117604 -1.5 -0.4 -0.5
H 0.652449 -1.078137 1.700662 -0.8 0.7 0.0
H -2.568245 0.576202 0.673055 0.5 0.4 0.5
H -1.331250 0.590173 -2.414580 2.1 -0.9 -2.1
H -1.894680 1.556028 -1.566991 -0.1 2.0 1.0
O -1.964144 0.650785 -1.756164 -2.4 -1.3 0.8